[1]
The following is a quantum chemistry calculation of B4CaF12H4N2O6 as an isolated structure at a distorted geometry, from OMol25.

Cartesian coordinates (Å):
Ca 0.181 0.178 0.074
N 2.305 1.515 2.632
O 1.203 1.108 2.304
O 3.068 0.888 3.346
O 2.744 2.546 2.129
N -1.300 -1.263 2.767
O -1.715 -0.141 3.039
O -0.482 -1.367 1.855
O -1.591 -2.207 3.483
B 0.081 2.432 -0.708
H 1.061 2.329 -0.270
H 0.020 1.805 -1.584
H -0.631 2.084 0.025
H -0.126 3.450 -1.001
B -0.368 -1.670 -2.326
F -0.697 -1.820 -0.986
F 0.492 -2.600 -2.831
F -1.517 -1.603 -3.071
F 0.256 -0.477 -2.410
B 2.697 -1.270 -0.347
F 2.358 -0.063 -0.810
F 3.373 -1.899 -1.326
F 3.462 -1.104 0.792
F 1.561 -1.857 0.007
B -3.288 0.197 -0.977
F -2.142 0.112 -0.223
F -3.964 1.296 -0.567
F -2.913 0.285 -2.272
F -4.127 -0.887 -0.746

Properties
Net charge: -4
Calculated total energy: -69092.2235 eV
Kohn-Sham gap: 6.987 eV
Multiplicity: 1

=====

[2]
The following is a quantum chemistry calculation of BCsH4 as an isolated structure at a distorted geometry, from OMol25.

Cartesian coordinates (Å):
Cs -0.631 -1.513 -2.348
B 0.124 0.291 0.497
H 0.629 1.199 1.026
H 0.896 -0.573 0.336
H -0.840 -0.061 1.059
H -0.178 0.656 -0.571

Properties
Calculated total energy: -1287.3056 eV
Kohn-Sham gap: 7.541 eV
Multiplicity: 1

=====

[3]
The following is a quantum chemistry calculation of a 8-piece molecular cluster, BF4H14O7 overall at a distorted geometry, from OMol25.

Cartesian coordinates (Å):
B 0.665 -0.097 -0.167
F -0.619 0.238 0.278
F 1.372 1.121 -0.243
F 1.315 -0.850 0.746
F 0.506 -0.668 -1.388
O 0.733 -0.001 3.340
H 1.472 0.360 2.879
H 0.538 -0.834 2.940
O 0.654 3.174 -2.059
H 0.285 3.787 -1.445
H 0.917 2.379 -1.567
O -0.206 -2.386 2.302
H 0.361 -2.213 1.570
H -1.045 -2.687 1.924
O 1.671 3.090 1.587
H 1.744 3.930 1.121
H 1.612 2.373 0.960
O -3.235 0.678 0.501
H -3.203 0.216 -0.318
H -2.312 0.679 0.685
O -0.435 -1.063 -3.848
H -0.630 -1.972 -3.770
H 0.013 -0.792 -3.079
O -1.099 -2.686 -0.919
H -0.322 -2.191 -1.012
H -0.755 -3.583 -1.007

Properties
Net charge: -1
Calculated total energy: -26115.5858 eV
Kohn-Sham gap: 10.249 eV
Multiplicity: 1

=====

[4]
The following is a quantum chemistry calculation of a 9-piece molecular cluster, BF4H16O8 overall at a distorted geometry, from OMol25.

Cartesian coordinates (Å):
B 0.519 -0.773 -0.388
F 0.476 0.545 -0.482
F 0.906 -1.058 0.853
F -0.688 -1.325 -0.680
F 1.523 -1.115 -1.191
O -1.186 0.212 4.194
H -0.463 0.781 4.458
H -1.010 0.011 3.275
O 2.743 2.410 2.063
H 3.019 3.276 1.762
H 2.304 2.022 1.306
O 2.110 -2.383 4.703
H 1.934 -2.338 3.764
H 1.543 -1.714 5.086
O 0.946 -4.585 -3.500
H 0.055 -4.745 -3.190
H 1.176 -3.730 -3.138
O -5.207 -1.970 0.972
H -5.759 -2.494 0.392
H -4.492 -1.667 0.412
O -1.688 3.998 1.071
H -1.067 3.326 0.790
H -1.201 4.819 1.001
O -2.193 2.102 -3.566
H -1.806 1.254 -3.784
H -2.020 2.211 -2.631
O 3.112 1.362 -4.499
H 2.872 0.699 -3.852
H 3.540 0.869 -5.200

Properties
Net charge: -1
Calculated total energy: -28194.4585 eV
Kohn-Sham gap: 10.971 eV
Multiplicity: 1

=====

[5]
The following is a quantum chemistry calculation of a 10-piece molecular cluster, BF4H18O9 overall at a distorted geometry, from OMol25.

Cartesian coordinates (Å):
B -22.097 -5.897 21.935
F -23.203 -5.893 22.821
F -22.580 -6.365 20.658
F -21.563 -4.625 21.805
F -21.151 -6.844 22.349
O -25.218 -4.425 24.478
H -24.360 -4.714 24.808
H -25.797 -4.435 25.246
O -23.554 -8.429 23.906
H -22.889 -9.117 23.804
H -23.212 -7.681 23.386
O -21.905 -4.291 18.762
H -22.083 -4.935 19.468
H -22.176 -3.451 19.140
O -20.815 -6.430 25.152
H -20.563 -6.938 24.373
H -21.700 -6.117 24.946
O -18.392 -7.718 22.487
H -18.917 -6.908 22.445
H -19.043 -8.418 22.353
O -26.397 -5.888 22.380
H -27.153 -5.296 22.396
H -25.670 -5.368 22.752
O -18.881 -4.466 22.503
H -18.520 -4.228 21.644
H -19.841 -4.353 22.401
O -20.528 -9.645 21.545
H -20.374 -10.465 21.067
H -21.153 -9.146 21.004
O -25.220 -6.233 19.600
H -25.636 -6.712 20.327
H -24.276 -6.224 19.827

Properties
Net charge: -1
Calculated total energy: -30276.2986 eV
Kohn-Sham gap: 10.289 eV
Multiplicity: 1

=====

[6]
The following is a quantum chemistry calculation of a 11-piece molecular cluster, BF4H20O10 overall at a distorted geometry, from OMol25.

Cartesian coordinates (Å):
B -0.639 0.628 0.233
F -0.764 1.893 -0.423
F -0.194 -0.371 -0.654
F 0.263 0.719 1.286
F -1.929 0.253 0.675
O 2.109 2.431 -0.040
H 1.173 2.653 -0.150
H 2.441 2.315 -0.937
O 3.508 0.085 0.962
H 2.816 0.768 0.962
H 4.189 0.431 0.378
O -1.974 -2.637 -0.389
H -2.477 -2.728 -1.207
H -2.084 -1.707 -0.137
O -3.447 1.801 2.460
H -2.939 1.237 1.849
H -2.799 2.110 3.099
O -0.739 -1.325 -3.404
H -1.144 -2.193 -3.329
H -0.777 -0.958 -2.508
O 1.340 -1.436 2.628
H 2.234 -1.238 2.921
H 1.024 -0.605 2.226
O 2.778 -2.355 -0.499
H 2.562 -1.571 0.031
H 3.577 -2.699 -0.092
O -2.568 1.095 -2.602
H -1.716 1.243 -2.174
H -3.183 0.972 -1.871
O 0.451 -3.744 -1.315
H -0.408 -3.373 -1.027
H 1.087 -3.037 -1.108
O -0.819 4.077 1.262
H -0.180 4.099 1.981
H -0.771 3.165 0.914

Properties
Net charge: -1
Calculated total energy: -32356.4787 eV
Kohn-Sham gap: 9.622 eV
Multiplicity: 1

=====

[7]
The following is a quantum chemistry calculation of a 12-piece molecular cluster, BF4H22O11 overall at a distorted geometry, from OMol25.

Cartesian coordinates (Å):
B -18.134 7.461 -17.822
F -17.592 8.108 -16.772
F -17.242 6.370 -18.048
F -19.406 6.925 -17.503
F -18.185 8.283 -18.899
O -16.850 5.638 -15.293
H -17.419 4.993 -14.877
H -17.030 5.734 -16.245
O -14.865 8.656 -16.653
H -14.802 8.820 -17.587
H -15.808 8.644 -16.524
O -16.784 10.756 -18.542
H -17.319 10.803 -17.743
H -17.328 10.221 -19.078
O -15.103 5.645 -19.415
H -15.301 6.422 -19.937
H -15.694 5.723 -18.707
O -20.133 9.171 -15.476
H -19.911 8.936 -16.411
H -20.222 8.344 -14.965
O -17.778 7.620 -13.782
H -17.381 8.506 -13.968
H -17.388 7.033 -14.425
O -16.470 10.041 -14.282
H -15.664 9.671 -14.638
H -16.980 10.397 -15.004
O -16.033 7.863 -20.543
H -15.432 8.512 -20.205
H -16.886 7.873 -20.078
O -19.922 5.042 -14.843
H -20.226 5.884 -14.492
H -19.817 5.131 -15.739
O -18.230 11.007 -16.132
H -18.948 10.466 -15.772
H -18.285 11.958 -15.802
O -19.322 4.139 -17.913
H -18.697 3.706 -18.533
H -19.212 5.058 -18.027

Properties
Net charge: -1
Calculated total energy: -34436.6291 eV
Kohn-Sham gap: 9.798 eV
Multiplicity: 1

=====

[8]
The following is a quantum chemistry calculation of a 13-piece molecular cluster, BF4H24O12 overall at a distorted geometry, from OMol25.

Cartesian coordinates (Å):
B -0.046 -0.241 0.182
F -0.277 -1.643 0.095
F 0.679 0.127 -0.973
F -1.278 0.407 0.075
F 0.728 0.088 1.309
O -4.079 -0.292 -0.470
H -5.000 -0.082 -0.312
H -3.610 0.516 -0.265
O 0.614 3.254 1.074
H 0.559 2.320 1.276
H 0.162 3.683 1.800
O 3.448 0.968 -0.379
H 4.193 1.458 -0.728
H 2.872 0.840 -1.132
O -2.315 -0.490 -2.472
H -1.820 -0.410 -1.656
H -3.218 -0.635 -2.192
O 1.931 0.017 -3.040
H 1.756 0.728 -3.656
H 1.432 0.250 -2.257
O -2.156 -1.322 2.543
H -1.699 -0.985 1.772
H -1.876 -0.750 3.257
O 1.667 -2.479 2.938
H 2.065 -1.895 2.293
H 1.910 -2.103 3.784
O -0.652 -3.410 -2.265
H 0.084 -3.850 -1.839
H -0.922 -2.736 -1.641
O -3.325 2.167 0.498
H -2.428 1.860 0.365
H -3.476 2.066 1.438
O 1.493 -3.525 -0.067
H 0.934 -2.784 0.164
H 2.277 -3.411 0.471
O 2.935 1.177 2.224
H 3.332 1.050 1.363
H 1.993 1.108 2.067
O 0.739 3.088 -1.962
H 0.238 3.288 -1.171
H 0.135 2.583 -2.507

Properties
Net charge: -1
Calculated total energy: -36515.7741 eV
Kohn-Sham gap: 9.774 eV
Multiplicity: 1

=====

[9]
The following is a quantum chemistry calculation of a 15-piece molecular cluster, BF4H28O14 overall at a distorted geometry, from OMol25.

Cartesian coordinates (Å):
B 0.119 0.246 -0.410
F -0.323 1.176 0.451
F -0.425 -0.962 -0.026
F -0.391 0.596 -1.641
F 1.463 0.126 -0.456
O 0.035 4.064 1.487
H -0.528 4.898 1.530
H -0.254 3.491 2.210
O -1.482 -4.025 0.388
H -0.703 -3.578 0.132
H -1.345 -4.684 1.027
O -2.363 3.866 0.135
H -2.621 2.969 0.021
H -1.437 3.844 0.109
O -0.062 3.182 -1.647
H 0.869 3.212 -1.372
H -0.405 2.296 -1.734
O 4.172 -0.562 -0.437
H 5.126 -0.527 -0.292
H 3.741 -0.568 0.424
O 1.835 1.616 2.236
H 2.183 0.758 2.030
H 1.420 1.903 1.451
O 2.284 0.364 -3.082
H 2.081 -0.337 -2.451
H 2.108 1.083 -2.548
O -0.481 -1.527 2.526
H -0.478 -0.672 2.930
H -0.686 -1.373 1.623
O -1.326 1.363 2.919
H -2.238 1.613 2.963
H -1.105 1.267 1.977
O -3.050 0.827 0.051
H -2.505 0.071 0.019
H -3.101 1.091 -0.853
O -1.932 -1.771 -2.367
H -1.718 -0.849 -2.237
H -1.123 -2.237 -2.216
O -3.591 -1.924 0.036
H -3.953 -1.833 -0.870
H -2.816 -2.401 -0.184
O 2.784 -2.410 -2.153
H 3.386 -3.153 -2.325
H 3.027 -2.105 -1.293
O 2.295 -2.771 0.622
H 1.831 -3.494 1.055
H 1.682 -2.159 0.242

Properties
Net charge: -1
Calculated total energy: -40675.4754 eV
Kohn-Sham gap: 10.159 eV
Multiplicity: 1